(1)
# C9H7F3OS

C9H7F3OS as an isolated structure (ωB97M-V with the def2-TZVPD basis set, the OMol25 dataset).

Properties
- HOMO energy (spin up / spin down) (Ha) = -0.258 / -0.364
- 2S+1 = 3
- ⟨S²⟩ = 2.026

Last column: natural (NBO) charge in e.
CARTESIAN COORDINATES (ANGSTROEM)
C  -2.660  -0.004  -1.136  -0.22
C  -2.309  -0.680  0.013  -0.20
C  -1.986  1.070  -1.545  -0.18
C  -1.343  -0.231  0.851  -0.21
C  -0.945  1.588  -0.685  -0.21
C  -0.569  0.855  0.394  -0.25
C  1.957  -1.463  1.704  -0.44
C  1.851  -0.516  0.755  -0.05
C  2.395  -0.543  -0.612  0.87
O  1.418  2.539  0.810  -0.73
F  3.531  -1.135  -0.835  -0.30
F  2.542  0.699  -1.196  -0.34
F  1.508  -1.106  -1.473  -0.33
S  0.785  1.392  1.489  1.02
H  -3.506  -0.217  -1.790  0.23
H  -2.901  -1.504  0.547  0.22
H  -2.299  1.624  -2.457  0.23
H  -1.107  -0.782  1.748  0.22
H  -0.147  2.369  -0.852  0.26
H  1.420  -1.472  2.647  0.21
H  2.364  -2.482  1.623  0.23

(2)
# C9H7LaNO4S

C9H7LaNO4S as an isolated structure (ωB97M-V with the def2-TZVPD basis set, the OMol25 dataset).

Properties
- HOMO energy (Ha) = -0.740
- total charge = +3

Last column: Mulliken charge in e.
CARTESIAN COORDINATES (ANGSTROEM)
La  0.254  -0.038  0.164  1.43
O  1.035  -2.858  -1.606  0.05
C  0.656  -1.920  -1.114  0.12
C  -0.542  1.921  1.202  0.14
O  -0.637  2.814  1.886  0.02
C  -1.256  -1.271  1.456  0.18
O  -1.783  -1.894  2.220  0.05
C  1.156  1.279  -1.531  0.18
O  1.784  1.899  -2.218  0.04
C  -1.761  -0.289  -1.661  -0.83
H  -1.159  -0.283  -2.629  0.47
H  -2.145  -1.331  -1.401  0.47
C  -2.071  0.781  -0.997  -0.79
H  -2.775  0.787  -0.099  0.48
H  -1.788  1.835  -1.327  0.47
S  3.880  1.146  3.009  0.11
C  3.210  -0.372  3.507  -0.41
C  2.088  -0.751  2.662  -0.10
N  1.934  0.196  1.742  -0.11
C  2.729  1.268  1.756  -0.02
H  3.538  -1.017  4.338  0.42
H  1.475  -1.654  2.754  0.33
H  2.683  2.128  1.050  0.28

| no. | E_tot (Ha) |
| --- | --- |
| 1 | -1119.96105 |
| 2 | -1131.33202 |